1.
13
Properties=species:S:1:pos:R:3:forces:R:3:lowdin_charge:R:1 method="wB97M-V/def2-TZVPD" gap_ev="6.592 / 6.593" multiplicity=1 charge=-1 e_tot_ha=-382.01636 molar_mass_g_mol=109.10 de_lowest_kj_mol=288.9
C 0.785167 -0.432564 1.647400 -0.1 -1.1 3.1 -0.0917
C 1.789977 -0.703948 0.858113 2.7 0.7 -2.7 -0.2443
C 0.073251 0.163758 -1.102039 1.2 0.0 3.5 -0.2291
C -0.512250 0.126445 1.344532 -0.6 -0.5 2.7 -0.4590
C -0.292127 -0.001569 -2.327687 -1.0 -0.9 -3.3 -0.1956
C -0.770171 0.691700 0.004870 -0.6 1.2 -1.1 -0.2351
O 2.918130 -0.927558 0.547221 -1.9 -0.2 0.4 0.0699
O -1.387151 0.075953 2.245082 1.0 0.5 -1.5 -0.0410
H 1.046829 -0.845067 2.730564 -1.0 1.1 -2.1 0.1575
H -1.273040 0.287734 -2.910212 1.3 -0.3 1.3 0.0449
H 0.368027 -0.669949 -2.919384 -0.4 0.7 -0.3 0.0052
H -0.955195 1.796986 -0.001919 1.0 -0.4 0.5 0.1313
H -1.791447 0.438078 -0.116539 -1.5 -0.8 -0.5 0.0870

=====

2.
12
Properties=species:S:1:pos:R:3:forces:R:3:lowdin_charge:R:1 method="wB97M-V/def2-TZVPD" gap_ev="8.066 / 8.067" multiplicity=1 smiles="C1#P=CC=CC=C1" e_tot_ha=-572.82177 molar_mass_g_mol=108.08 de_lowest_kj_mol=47.0
C 0.017957 -0.382906 1.812772 -1.7 0.0 -1.5 -0.3374
P -1.611075 -0.726035 1.451246 1.3 -0.1 -0.2 0.8712
C -1.353751 -1.122876 -0.323447 -0.3 0.6 -0.8 -0.3412
C -0.606923 -0.319802 -1.155522 -0.7 -0.6 3.7 -0.1797
C 0.240905 0.783710 -0.841966 0.8 0.4 -1.1 -0.1027
C 1.140831 0.907316 0.149073 -0.8 0.7 1.1 -0.1140
C 1.148976 0.032137 1.260191 1.5 -3.3 3.4 -0.2626
H -2.082273 -1.728397 -0.912485 0.6 0.0 0.9 0.0571
H -0.886430 -0.328553 -2.134109 -0.5 -0.4 -2.8 0.0600
H 0.197706 1.479122 -1.689079 0.4 0.3 0.6 0.1134
H 1.697564 1.735315 0.513661 0.7 1.4 -1.5 0.0993
H 2.096514 -0.329029 1.869665 -1.4 0.9 -1.8 0.1365

=====

3.
13
Properties=species:S:1:pos:R:3:forces:R:3:lowdin_charge:R:1 method="wB97M-V/def2-TZVPD" gap_ev=6.060 multiplicity=1 charge=-1 e_tot_ha=-3031.17659 molar_mass_g_mol=188.13
S -4.527933 0.458290 2.310781 0.5 -0.1 -0.2 0.3362
C -3.157164 -0.129400 1.605111 0.4 -0.1 -0.3 -0.8044
C -2.118235 -0.548830 1.057752 -0.1 -0.3 -0.3 -0.1883
C -1.312876 -1.428414 0.277956 0.4 -0.3 0.2 -0.1530
C -0.040779 -1.229992 -0.295059 -2.2 -4.5 0.0 -0.1944
C 0.758403 -0.114474 -0.074839 1.3 1.6 -2.1 -0.2874
C 0.301536 1.099644 0.180180 -0.5 2.9 1.0 -0.4785
Se 1.370278 2.769552 0.246941 0.8 -1.6 1.8 0.6881
H -1.807473 -2.450513 0.249333 0.9 1.1 -0.5 0.1036
H 0.408336 -2.146388 -0.909663 -1.0 2.1 1.6 0.1162
H 1.753678 -0.111130 -0.540832 0.0 -0.3 0.7 0.0901
H -0.694150 1.463226 0.441604 0.1 -1.1 -0.1 0.0270
H 0.973888 3.282502 -0.984101 -0.7 0.6 -1.8 -0.2552

=====

4.
12
Properties=species:S:1:pos:R:3:forces:R:3:lowdin_charge:R:1 method="wB97M-V/def2-TZVPD" gap_ev=7.481 multiplicity=1 e_tot_ha=-231.87477 molar_mass_g_mol=78.11 de_lowest_kj_mol=923.0
C -0.644507 0.159040 2.130786 -0.4 0.2 -0.5 -0.2368
C -1.157693 1.109106 1.358130 -0.4 0.5 2.8 0.1249
C 0.810209 -0.857294 -0.042086 -0.2 0.3 -0.4 0.0550
C 0.108246 -0.019426 -0.593248 0.9 -2.3 0.9 -0.3016
C 0.238843 -0.729764 2.270686 0.8 -0.1 1.6 0.1090
C -0.195560 0.504104 -1.875973 -0.3 1.8 -2.3 -0.1256
H 1.565753 -1.605409 0.066361 -0.2 0.1 0.4 0.0560
H -1.043025 0.752372 0.344180 0.1 -0.4 -1.3 -0.0429
H 0.919373 -1.103070 3.074342 -0.8 0.4 -1.0 0.0769
H -0.356749 -0.352209 -2.521311 0.0 0.0 -0.4 0.0782
H -1.059248 1.227534 -2.110541 1.4 -0.8 1.0 0.1064
H 0.814357 0.915017 -2.101326 -1.0 0.4 -0.9 0.1005

=====

5.
12
Properties=species:S:1:pos:R:3:forces:R:3:lowdin_charge:R:1 method="wB97M-V/def2-TZVPD" gap_ev=8.081 multiplicity=1 e_tot_ha=-231.96286 molar_mass_g_mol=78.11 de_lowest_kj_mol=691.7
C -1.560595 0.909125 0.126220 0.0 0.0 0.0 -0.0926
C -0.442692 -0.014619 -0.189727 -0.5 -0.3 0.0 -0.3118
C -0.336448 -1.303272 -0.524402 0.0 0.3 0.1 -0.0488
C 1.189266 -1.533822 -0.678700 0.1 0.0 0.0 -0.1821
C 1.426361 -0.150865 -0.341267 0.1 0.5 0.1 -0.0558
C 1.102471 1.006983 -0.028118 0.4 -0.4 -0.1 0.1202
H -1.499322 1.319587 1.141034 0.0 -0.1 -0.1 0.0799
H -1.642283 1.739965 -0.584650 0.0 -0.1 0.1 0.0800
H -2.462823 0.289293 0.050509 0.1 0.1 0.0 0.0869
H 1.491642 -1.804269 -1.692037 0.0 0.1 0.1 0.1146
H 1.595550 -2.244434 0.043431 -0.1 0.1 -0.1 0.1146
H 1.267100 2.034676 0.223590 -0.1 -0.2 0.0 0.0949

=====

6.
12
Properties=species:S:1:pos:R:3:forces:R:3:lowdin_charge:R:1 method="wB97M-V/def2-TZVPD" gap_ev="7.442 / 7.441" multiplicity=1 e_tot_ha=-231.99632 molar_mass_g_mol=78.11 de_lowest_kj_mol=603.9
C 2.766783 0.663290 0.456801 -0.5 -0.1 0.1 0.1151
C 1.614668 0.451374 0.736237 0.5 0.1 -0.1 -0.1429
C 0.203244 0.122406 0.984887 -0.1 0.0 0.0 -0.2062
C -0.276213 -0.702134 -0.173505 0.0 0.0 0.0 -0.0655
C -1.359771 -0.459544 -0.955537 0.1 0.1 0.0 -0.2448
C -2.293374 0.572748 -0.610491 0.2 -0.1 -0.2 0.0983
H 3.788788 0.862890 0.217490 -0.2 0.0 0.1 0.0273
H -0.419448 1.015547 1.084574 0.1 -0.1 0.0 0.0995
H 0.128278 -0.456544 1.915511 0.0 0.0 -0.1 0.1306
H -1.431939 -1.093000 -1.838897 -0.2 -0.1 0.0 0.0832
H 0.368304 -1.543998 -0.431546 0.0 0.1 0.0 0.1166
H -3.089318 0.566966 -1.385526 0.1 0.0 0.2 -0.0111

=====

7.
12
Properties=species:S:1:pos:R:3:forces:R:3:lowdin_charge:R:1 method="wB97M-V/def2-TZVPD" gap_ev=11.679 multiplicity=1 smiles=C#C.C#C.C#C e_tot_ha=-231.96728 molar_mass_g_mol=78.11 de_lowest_kj_mol=680.1
C 1.024418 1.684714 0.703987 0.6 -0.1 -0.2 0.0091
C 2.060477 1.273938 0.255647 -0.4 0.3 0.2 -0.0204
H 0.100878 2.040210 1.098033 0.2 -0.1 -0.1 -0.0099
H 2.982586 0.913236 -0.140990 -0.1 0.1 0.1 0.0208
C 1.039808 -1.513672 -1.014152 -0.5 -0.4 -0.1 0.0093
C 0.028017 -2.147767 -1.146899 0.5 0.2 0.0 -0.0206
H 1.931097 -0.943646 -0.889733 -0.2 -0.1 0.0 -0.0092
H -0.866963 -2.715401 -1.267381 0.2 0.0 0.0 0.0209
C -2.064613 -0.170370 0.303405 -0.1 0.5 0.3 0.0094
C -2.088680 0.873082 0.898317 -0.2 -0.5 -0.2 -0.0205
H -2.032185 -1.093670 -0.226736 0.0 0.2 0.1 -0.0098
H -2.114839 1.799346 1.426502 -0.1 -0.1 -0.1 0.0209

=====

8.
12
Properties=species:S:1:pos:R:3:forces:R:3:lowdin_charge:R:1 method="wB97M-V/def2-TZVPD" gap_ev="8.312 / 7.936" multiplicity=1 smiles="C/C=C1/C2=C[C@H]21" e_tot_ha=-231.91645 molar_mass_g_mol=78.11 de_lowest_kj_mol=813.6
C -1.403560 0.173922 -0.299180 1.3 -0.3 3.6 -0.1551
C -0.394591 1.180889 0.125681 5.4 -1.3 0.8 0.0003
C 1.155051 0.430505 0.466693 -6.2 4.1 -1.4 -0.1688
C 2.487402 0.964004 0.182906 0.7 0.7 0.5 0.0076
C 3.080973 -0.286965 0.172678 0.3 -0.6 0.0 -0.0609
C 1.763856 -0.583258 -0.269928 -0.2 -1.5 -0.3 -0.1478
H -2.299223 0.335996 0.295913 -0.2 -0.7 0.7 0.0692
H -0.919073 -0.837672 -0.136312 -1.2 1.0 -0.6 0.0966
H -1.802330 0.389261 -1.209719 -0.5 0.2 -3.3 0.0331
H -0.545170 2.309592 0.284537 0.3 -2.1 0.0 0.0995
H 4.045694 -0.773396 0.273784 -0.3 0.3 -0.3 0.1001
H 1.371044 -1.022206 -1.201950 0.5 0.2 0.3 0.1261

=====

9.
12
Properties=species:S:1:pos:R:3:forces:R:3:lowdin_charge:R:1 method="wB97M-V/def2-TZVPD" gap_ev="7.702 / 8.233" multiplicity=1 e_tot_ha=-231.94503 molar_mass_g_mol=78.11 de_lowest_kj_mol=738.5
C -1.349654 -0.244018 -1.100932 -0.5 -0.5 -0.6 0.1243
C 0.157523 -0.197116 0.999206 0.6 0.0 0.5 -0.1685
C 1.403961 -0.844920 0.753204 0.1 -0.1 -0.1 -0.1526
C 2.455804 -1.404156 0.552685 -0.3 0.2 0.1 0.1213
C -0.067964 1.106786 0.623769 -0.4 0.5 -0.6 -0.2083
C -0.573540 1.959560 -0.119278 0.6 0.0 0.9 0.1070
H -0.320381 -0.042711 -1.313390 -0.1 -0.1 0.0 -0.0083
H -1.917265 -0.789652 -1.858022 0.1 0.1 0.1 0.0140
H -1.875996 0.039287 -0.213876 0.1 -0.1 -0.1 -0.0123
H -0.483893 -0.636352 1.760823 0.1 0.0 -0.2 0.1136
H 3.391699 -1.888594 0.382421 -0.2 0.1 0.0 0.0270
H -0.820289 2.941890 -0.466609 0.0 -0.2 0.0 0.0428

=====

10.
12
Properties=species:S:1:pos:R:3:forces:R:3:lowdin_charge:R:1 method="wB97M-V/def2-TZVPD" gap_ev=11.258 multiplicity=1 e_tot_ha=-232.01334 molar_mass_g_mol=78.11 de_lowest_kj_mol=559.2
C 1.166253 1.030603 -0.319354 0.0 0.0 -0.1 -0.0572
C 0.315327 0.038571 0.490363 0.0 0.0 0.0 -0.3732
C -1.132058 0.297877 0.389137 -0.6 0.0 -0.1 -0.1178
C -2.322130 0.314315 0.212401 0.5 0.1 0.1 0.1357
C 0.474461 -1.364610 0.014289 0.2 -0.5 -0.1 -0.1787
C 0.634114 -2.548649 -0.391072 0.1 0.6 0.2 0.0773
H 0.900700 0.986059 -1.378375 0.0 0.0 0.2 0.0899
H 1.002973 2.048978 0.045190 0.0 -0.2 0.0 0.0839
H 2.227825 0.787214 -0.215759 -0.2 0.0 0.0 0.0852
H 0.618732 0.083798 1.544573 -0.1 0.0 -0.2 0.1473
H -3.377214 0.302463 0.051249 0.1 0.1 0.1 0.0349
H -0.508982 -1.976619 -0.442642 0.0 -0.2 -0.1 0.0727

=====

11.
12
Properties=species:S:1:pos:R:3:forces:R:3:lowdin_charge:R:1 method="wB97M-V/def2-TZVPD" gap_ev="6.844 / 7.091" multiplicity=1 e_tot_ha=-231.93930 molar_mass_g_mol=78.11 de_lowest_kj_mol=753.6
C 0.300905 0.208480 -0.128923 -0.6 -0.2 0.2 -0.1957
C 1.634282 0.337242 -0.022307 3.1 0.4 -0.4 -0.1685
C 2.809460 -0.493903 -0.128276 1.2 2.9 -0.4 0.0516
C 3.034528 0.817106 0.171505 -2.7 -2.6 0.3 0.0977
C -0.856623 0.933824 -0.326870 2.0 3.0 -0.8 -0.1293
C -2.098867 0.439816 0.096736 -2.5 -1.5 0.2 -0.2170
H 0.185165 -0.838523 -0.182300 -0.8 -1.8 0.1 0.0898
H 3.473459 -1.264660 -0.526296 -0.9 -0.4 0.6 0.1137
H 3.742262 1.513858 0.576152 0.0 0.4 -0.4 0.0935
H -2.977415 0.626075 -0.667066 1.7 -1.1 1.3 0.1199
H -2.486241 1.038512 0.899235 0.1 1.2 0.5 0.0643
H -1.995317 -0.497546 0.715450 -0.8 -0.4 -1.2 0.0799

=====

12.
12
Properties=species:S:1:pos:R:3:forces:R:3:lowdin_charge:R:1 method="wB97M-V/def2-TZVPD" gap_ev=10.611 multiplicity=1 smiles="C#CCC=C=C" e_tot_ha=-232.08992 molar_mass_g_mol=78.11 de_lowest_kj_mol=358.1
C -0.190688 3.049684 0.587977 0.2 -0.4 -0.1 0.1049
C 0.266218 1.977644 0.286398 -0.2 0.5 0.1 -0.1514
C 0.813986 0.675985 -0.108635 0.1 0.0 0.0 -0.2139
C -0.249171 -0.250809 -0.658404 -0.1 -0.2 0.0 -0.1208
C -0.292199 -1.520125 -0.361156 -0.2 0.1 0.1 -0.1158
C -0.467625 -2.720632 0.115621 -0.1 0.1 0.0 0.0044
H -0.586201 4.003654 0.858112 0.1 -0.2 0.0 0.0226
H 1.298315 0.197899 0.750456 -0.1 0.1 -0.1 0.1204
H 1.592935 0.833865 -0.864907 -0.1 0.0 0.1 0.1182
H -1.020802 0.170189 -1.298840 0.2 0.0 -0.1 0.1141
H -1.127064 -2.782051 0.975016 0.1 -0.3 0.1 0.0614
H -0.037703 -3.635301 -0.281639 0.0 0.2 0.0 0.0557